The following is a DFT calculation (ωB97M-V/def2-TZVPD) of 20 unconnected molecules or ions with the total composition H39O20.

Values from the calculation:
relative energy (zero: lowest compared OMol25 entry of this formula, charge and spin): 6.7777 eV
spin multiplicity: 2
charge: 0
molecular weight: 359.3 g/mol
LUMO energy (spin up / spin down): -1.19 / -7.31 eV
DFT total energy: -41572.1649 eV

Atoms and positions in Å:
O1 3.1342 3.9532 -0.4753
H1 2.3390 -4.0743 1.9203
O2 -2.9459 0.1785 4.0164
H2 -2.8374 0.6255 3.2108
H3 -2.3816 -0.5604 3.9060
O3 -1.3423 4.6051 -0.5765
H4 0.8540 -0.9779 -4.3046
H5 -1.6573 4.6440 -1.3883
O4 2.2282 -4.7059 0.1729
H6 1.7013 -5.6403 0.3015
H7 -3.1853 -1.6256 1.0041
O5 -2.6444 -2.2800 0.4942
H8 -0.6959 1.7090 -3.5561
H9 -1.1669 3.8138 -0.2532
O6 3.4239 1.4827 0.1152
H10 2.4751 3.2627 -0.7322
H11 2.8707 4.1416 0.4919
O7 1.7508 1.9403 -1.9692
H12 0.7558 1.7133 -1.4463
H13 1.4191 2.5795 -2.4884
O8 -2.5262 1.2891 -1.9188
H14 3.8737 2.4058 0.2207
H15 2.7226 2.8322 3.5366
O9 0.8519 -0.1443 1.2951
H16 1.6436 0.4000 1.2479
H17 1.1998 -0.9467 1.0549
O10 1.8519 -4.5811 2.6030
H18 1.0037 -4.1273 2.7337
H19 2.9899 4.0878 2.6831
O11 0.0485 1.1607 -3.7842
H20 1.3054 -4.3497 -0.1177
H21 0.7343 1.1828 -3.0253
O12 -1.8908 4.0053 -3.5343
H22 -2.0278 -4.1061 1.3271
H23 2.7559 1.4931 -0.7421
O13 -2.7650 1.6289 0.7971
H24 -1.9739 1.5231 0.1084
H25 -1.6589 1.5622 -1.3509
O14 0.8942 -1.9379 -3.7855
H26 -3.3841 1.2624 -1.7364
H27 0.9890 -1.4427 -2.9247
O15 0.9833 -1.5238 4.4272
H28 0.6500 -0.7126 4.6797
H29 1.1674 -1.5832 3.4344
O16 2.2253 -2.3707 1.0549
H30 1.3335 -2.2412 0.6020
H31 -1.4332 3.1988 -3.8549
O17 -1.8185 -4.5059 0.5953
H32 2.8396 -2.3103 0.2528
H33 -2.5473 -4.6509 -0.0201
O18 2.8522 3.7118 3.5302
H34 -1.8299 -1.8737 0.4046
H35 -2.7958 3.8232 -3.3589
O19 -3.1236 -3.9802 -1.5728
H36 -2.1902 -4.3584 -1.7482
H37 -3.0768 -3.1590 -1.2301
O20 -0.4140 1.6731 -0.6730
H38 -0.1337 1.5203 0.2526
H39 -3.4211 1.3604 0.0935

Cartesian forces (eV/Å) of the 6 atoms listed first:
-1.4 0.5 2.2
-0.7 -0.5 0.7
-0.9 0.0 1.5
0.0 1.4 -1.8
0.9 -1.4 0.2
1.4 5.9 4.2


The following is a DFT calculation (ωB97M-V/def2-TZVPD) of a single C5H2 molecule.

Values from the calculation:
relative energy (zero: lowest compared OMol25 entry of this formula, charge and spin): 2.7568 eV
charge: 0
molecular weight: 62.1 g/mol
LUMO energy: -0.50 eV
DFT total energy: -5207.6657 eV

Atoms and positions in Å:
C1 1.6809 0.9457 0.3487
C2 1.3650 -0.4966 0.0835
C3 0.3975 0.6239 0.3342
C4 0.1783 -1.0687 0.3524
C5 -0.8556 -0.0567 -0.1289
H1 -1.9440 -0.0880 0.2940
H2 -0.8223 0.1402 -1.2839

Cartesian forces (eV/Å) of the 6 atoms listed first:
1.2 1.0 0.1
-1.0 -1.1 0.2
-1.5 0.9 0.4
0.3 -0.6 -0.5
-1.1 -0.2 -1.9
2.4 0.5 -0.5